Computed, not measured: a gas-phase ion, C6H9N4 (charge +1), with ωB97M-V/def2-TZVPD.

Each line ends with the Mulliken charge.
Atoms and positions in Å:
C -3.0424 -1.0447 -0.0509  0.585
C -1.1430 0.4038 -0.3749  0.023
C -2.8917 -2.2074 0.5300  -0.628
C 1.1348 -0.0238 0.3880  -0.317
C 3.4995 0.6669 0.2450  -1.148
C 2.2218 0.3251 -0.6074  -0.293
N -3.7282 -0.0878 -0.5546  -0.033
N -3.3570 1.1089 -0.6847  -0.470
N -0.0686 0.1906 0.1270  0.021
N -2.0774 1.3379 -0.4076  0.154
H -3.7189 -2.5103 1.1355  0.262
H -2.0905 -2.8867 0.5641  0.310
H 1.3989 -0.4614 1.2865  0.513
H 3.2281 0.8266 1.3192  0.325
H 3.9650 1.5210 -0.0557  0.379
H 4.0756 -0.2832 0.3063  0.312
H 2.4154 -0.4240 -1.3138  0.375
H 1.9570 1.2187 -1.1743  0.296
H -1.7784 2.3297 -0.6777  0.334

Results
total charge: +1
spin multiplicity: 1
molecular weight: 137.17 g mol⁻¹
orbital gap (alpha / beta): 7.553 / 7.554 eV
LUMO level (alpha / beta): -5.65 / -5.65 eV
calculated total energy: -452.56362 Ha

=====

Computed, not measured: a molecular structure, C6H9NO, with ωB97M-V/def2-TZVPD.

Each line ends with the Mulliken charge.
Atoms and positions in Å:
C 1.2264 -0.7022 -0.0089  -0.712
C -0.0242 -1.1212 0.7226  0.197
C -0.6846 0.1241 1.3726  -0.903
C -1.3701 0.1251 -0.0193  0.075
C -0.2656 1.0694 -0.6658  -0.368
C 0.6833 0.0150 -1.1647  -0.002
H 1.8017 -1.5561 -0.4556  0.257
H 1.9189 -0.1368 0.6547  0.294
H 0.1484 -2.0716 1.1765  0.457
H -1.4782 -0.0844 2.1071  0.265
H -0.0319 0.8989 1.8898  0.283
H -2.4392 0.4701 -0.1477  0.425
H 0.0372 1.7583 0.0904  0.330
H 1.1239 1.9747 -1.6321  0.320
H 0.1672 -0.7951 -1.8191  0.178
N 0.3923 1.2518 -1.9870  -0.603
O -1.2056 -1.2200 -0.1136  -0.491

Results
spin multiplicity: 1
molecular weight: 111.14 g mol⁻¹
orbital gap: 9.369 eV
LUMO level: 0.94 eV
calculated total energy: -363.80821 Ha

=====

Computed, not measured: a single C6H9NO molecule, with ωB97M-V/def2-TZVPD.

Each line ends with the Mulliken charge.
Atoms and positions in Å:
C 1.2906 0.0152 -0.3278  -0.235
C 0.1312 -0.9166 0.3324  -0.045
C 0.2190 0.9281 0.3086  0.070
C -1.1167 0.9238 -0.2735  -0.659
C -2.2625 -0.1272 0.2413  -0.626
C -1.0729 -0.6684 -0.6158  -0.289
H 3.3148 -0.5608 -0.5631  0.235
H 3.2085 0.1667 0.8941  0.228
H 1.1127 -0.0139 -1.3619  0.417
H 0.4052 -1.9561 0.8627  0.359
H 0.5084 1.9164 0.8373  0.393
H -1.4124 1.6713 -0.9329  0.438
H -2.5735 -0.2219 1.2802  0.239
H -3.2406 0.1522 -0.3522  0.230
H -1.1087 -1.2900 -1.5736  0.323
N 2.6429 0.0827 -0.0628  -0.634
O -0.0462 -0.1015 1.3069  -0.443

Results
spin multiplicity: 1
molecular weight: 111.14 g mol⁻¹
orbital gap: 9.347 eV
LUMO level: 1.05 eV
calculated total energy: -363.80947 Ha

=====

Computed, not measured: 2 unconnected molecules or ions with the total composition C6H9NO, with ωB97M-V/def2-TZVPD.

Each line ends with the Mulliken charge.
Atoms and positions in Å:
C 2.4184 -1.2167 -1.0125  -0.253
C 1.3616 -2.0316 -0.9155  -0.220
C 0.1879 -1.4394 -0.4364  -0.155
N -0.0625 -0.0850 -0.0737  -0.338
C 1.0312 0.6452 -0.3565  -0.066
C 2.1841 0.1999 -1.0340  -0.674
H 3.4579 -1.4894 -1.2610  0.347
H 1.0164 -3.0938 -0.9753  0.263
H -0.6756 -2.1725 -0.3093  0.252
H 0.9555 1.6661 -0.3469  0.413
H 3.0740 0.7673 -1.0013  0.331
C -2.7649 1.4841 1.6123  -0.666
O -2.4351 1.1614 0.1786  -0.557
H -3.6879 2.1133 1.6810  0.192
H -2.7917 0.5988 1.9601  0.352
H -1.8672 1.9275 2.0228  0.238
H -1.4021 0.9648 0.2677  0.541

Results
spin multiplicity: 1
molecular weight: 111.14 g mol⁻¹
orbital gap: 9.410 eV
LUMO level: 0.21 eV
calculated total energy: -363.90466 Ha

=====

Computed, not measured: a single C6H9NO molecule, with ωB97M-V/def2-TZVPD.

Each line ends with the Mulliken charge.
Atoms and positions in Å:
C 2.4575 -1.2997 -0.0733  -0.072
C 1.3788 -0.8155 0.1846  -1.197
C 0.0035 -0.3637 0.2626  1.361
C -1.1643 -1.1946 -0.2223  -0.755
O -2.3034 -0.4292 -0.3553  -0.545
C -0.4060 0.7168 1.2037  -0.560
N -0.2600 1.0085 -0.1809  -0.336
C 0.8637 1.8339 -0.5639  -1.005
H 3.3236 -1.6505 -0.4856  0.515
H -0.8290 -1.5690 -1.1674  0.324
H -1.2909 -2.0164 0.4681  0.357
H -2.0879 0.3108 -0.8800  0.376
H 0.3263 1.0998 1.9083  0.338
H -1.3776 0.6388 1.6646  0.230
H 0.6552 2.9125 -0.4038  0.300
H 0.9205 1.7263 -1.6618  0.302
H 1.8082 1.6579 -0.0823  0.368

Results
spin multiplicity: 1
molecular weight: 111.14 g mol⁻¹
orbital gap: 10.138 eV
LUMO level: 0.99 eV
calculated total energy: -363.88401 Ha

=====

Computed, not measured: 3 unconnected molecules or ions with the total composition C6H9NO, with ωB97M-V/def2-TZVPD.

Each line ends with the Mulliken charge.
Atoms and positions in Å:
C -0.6215 0.0108 0.1316  1.503
C -0.7886 0.1548 -1.2824  -1.299
C 1.7253 0.0840 -0.8539  -0.198
C 1.7707 -0.6125 0.2425  -0.469
C 0.3303 -1.0037 0.5829  -0.165
C -1.0380 -0.7752 1.2277  -0.937
H -0.4879 2.2103 -0.4745  0.274
H -1.4501 1.4816 1.8565  0.240
H -1.1940 -0.7631 -1.7338  0.266
H -1.3923 0.8970 -1.6709  0.422
H 2.7022 0.3891 -1.2717  0.380
H 2.4767 -0.6371 1.0674  0.359
H 0.4078 -1.8041 -0.1874  0.163
H -1.7296 -1.4956 1.1125  0.291
H -1.0113 -0.1037 2.1298  0.302
N -0.2508 1.3464 0.8413  -0.735
O 0.5512 0.6209 -1.7177  -0.395

Results
spin multiplicity: 1
molecular weight: 111.14 g mol⁻¹
orbital gap: 9.344 eV
LUMO level: 0.19 eV
calculated total energy: -363.62270 Ha